DFT (ωB97M-V with the def2-TZVPD basis set) results for a structure of composition C29H24AuClN4O3Se2.

Values from the calculation:
Kohn-Sham gap (spin up / spin down) in eV: 3.119 / 3.351
Energy above the lowest of the compared OMol25 structures with the same formula, charge and spin in kJ/mol: 136.5
Electronic energy in eV: -189456.8135

Structure (ORCA input):
```
! wB97M-V def2-TZVPD RIJCOSX def2/J DEFGRID3
* xyz 2 1
Au -0.05823 -0.06025 -0.03599
C -0.54554 0.12448 4.30474
C 0.76044 0.11048 4.77071
C 1.80601 0.08535 3.86031
C 1.53781 0.06682 2.49878
N 0.25919 0.08887 2.07247
C -0.75144 0.11707 2.93848
C 2.59164 0.00889 1.46619
C 3.95115 -0.03402 1.73848
C 4.85276 -0.09640 0.68510
C 4.38361 -0.10690 -0.61913
C 3.01444 -0.05832 -0.82195
N 2.16392 -0.00701 0.19608
H -1.38658 0.14325 4.98208
H 0.96514 0.11576 5.83272
H 2.82492 0.08070 4.21638
H -1.75009 0.13545 2.51962
H 4.31655 -0.01993 2.75433
H 5.91494 -0.13556 0.88491
H 5.05689 -0.15128 -1.46266
H 2.56924 -0.05934 -1.81104
Se -3.54956 0.74409 0.54689
Se -2.95329 -0.74467 -1.13382
C -2.31642 -2.22306 -0.07720
C -3.06694 -3.37897 0.03363
C -2.47002 -4.48928 0.61838
C -1.16640 -4.39767 1.07994
C -0.50858 -3.18449 0.97339
N -1.07509 -2.12212 0.40008
C -2.42448 2.20201 -0.06902
C -3.01520 3.44619 -0.22419
C -2.23395 4.49950 -0.67486
C -0.89602 4.27342 -0.96097
C -0.38572 3.00468 -0.76850
N -1.13625 1.98906 -0.32417
H -4.07983 -3.40849 -0.33954
H -3.01940 -5.41751 0.70063
H -0.66386 -5.24991 1.51410
H 0.49764 -3.04582 1.35035
H -4.06492 3.57585 -0.00175
H -2.66985 5.48010 -0.81053
H -0.25821 5.06538 -1.32564
H 0.65249 2.77709 -0.97499
C -1.41334 -1.09168 -5.90222
C -0.48980 0.05646 -6.23187
C -0.87964 0.90834 -7.26162
C -0.13078 2.00516 -7.65423
Cl -0.65654 2.97845 -8.96162
C 1.04479 2.30901 -6.97487
C 1.45213 1.48514 -5.95576
C 0.72643 0.34247 -5.58782
O 1.35843 -0.36830 -4.60328
C 0.91170 -1.56238 -4.05907
C -0.02267 -1.36792 -2.81142
O -0.90211 -2.19496 -2.65660
O 0.31345 -0.36126 -2.09005
H -2.39364 -0.89903 -6.33258
H -1.54544 -1.23956 -4.83253
H -1.05685 -2.02822 -6.33851
H -1.81078 0.70640 -7.77518
H 1.62640 3.17592 -7.25558
H 2.36986 1.68374 -5.41752
H 1.79867 -2.06808 -3.67102
H 0.40231 -2.21368 -4.75938
*
```

Atomic partial charges in e from the natural (NBO) method, atoms 1 to 4: 1.458, -0.218, -0.097, -0.196